(1)
{
  "formula": "H23O11",
  "method": "ωB97M-V with the def2-TZVPD basis set",
  "multiplicity": 2,
  "e_above_lowest_kcal_mol": 101.0,
  "homo_lumo_gap_ev": [3.2, 10.7],
  "homo_ev": [-3.03, -10.92],
  "symbols": ["O", "H", "H", "O", "H", "H", "O", "H", "H", "O", "H", "H", "O", "H", "H", "O", "H", "H", "O", "H", "O", "H", "H", "O", "H", "H", "O", "H", "H", "O", "H", "H", "H", "H"],
  "coordinates": [[1.23002, 0.86826, 0.92364], [-2.84876, 1.88615, 2.14264], [-0.82535, -0.92225, 3.28767], [-0.71456, 2.68839, -1.24180], [1.38919, -0.33804, 0.87353], [-4.05038, 1.01486, 2.87013], [-0.91587, 0.20899, -0.31465], [2.69701, -2.64144, -1.98208], [1.51003, 0.99118, -4.41405], [1.40917, -1.73607, 1.13496], [0.55710, -2.00726, 1.16362], [-3.21540, -2.20628, -1.74984], [-0.96962, -0.41605, 2.39708], [2.09183, 2.19296, -3.98445], [-1.91692, 0.06294, 2.59192], [1.61550, 0.90739, 4.77403], [1.82315, 1.55366, 3.99000], [0.47625, 0.65814, 1.66298], [-3.03013, 1.23815, 2.84405], [-1.72857, 0.83223, -0.52223], [-3.05341, -1.46568, -1.02814], [-0.92370, 2.94257, -2.14687], [-0.05124, 2.05428, -1.27322], [1.42746, -1.32785, -3.19543], [-2.60072, -0.91619, -1.60540], [0.48635, -1.92202, -3.03937], [2.07983, -2.48126, -1.30005], [0.78274, -0.63975, -3.24036], [2.36070, -1.61060, -1.29589], [1.55986, 1.52403, -3.74210], [2.04332, -2.00192, 0.44050], [2.00169, 0.01079, 4.41647], [0.51772, 0.86265, 0.00358], [-1.21431, 0.13503, 0.55915]],
  "atomic_forces_ev_per_a": [[-3.0, -3.4, -0.5], [-0.4, -0.1, 0.0], [-0.2, 1.3, -2.3], [-2.3, 2.4, 0.2], [0.1, 1.5, 0.5], [3.0, 0.9, -0.4], [-1.5, 2.0, -2.8], [1.0, -1.9, -1.7], [-0.4, -4.9, -5.9], [5.3, 3.6, 0.8], [-4.2, -1.9, -0.7], [0.0, 1.6, 2.5], [-1.8, -0.3, 2.9], [2.9, 3.8, -1.1], [2.3, -0.9, -0.5], [1.7, -0.8, -3.3], [-0.6, -1.8, 2.2], [1.5, 1.1, -1.3], [-2.7, -0.8, 0.4], [1.9, -0.8, -0.7], [-2.0, -4.3, -1.2], [0.2, -0.1, -0.1], [2.0, -1.7, -0.6], [-4.8, -2.6, -0.6], [1.8, 2.4, -1.3], [4.2, 0.8, -0.3], [-0.1, -2.6, 2.2], [0.2, 2.6, -0.3], [-0.3, 3.8, 0.4], [-2.4, 1.2, 7.1], [-1.2, -1.2, -0.1], [-1.1, 2.6, 1.0], [1.2, -0.1, 2.5], [-0.2, -1.4, 3.0]],
  "mulliken_charge": [-0.603, 0.343, 0.247, -0.506, 0.368, 0.387, -0.948, 0.289, 0.255, -0.882, 0.346, 0.335, -0.534, 0.304, 0.314, -0.689, 0.326, 0.447, -0.846, 0.438, -0.611, 0.367, 0.201, -0.533, 0.325, 0.420, -0.732, 0.163, 0.371, -0.640, 0.379, 0.325, 0.368, 0.205]
}

=====

(2)
{
  "formula": "C6H8N",
  "method": "ωB97M-V with the def2-TZVPD basis set",
  "total_charge": 1,
  "e_above_lowest_kcal_mol": 138.0,
  "homo_lumo_gap_ev": 8.8,
  "homo_ev": -13.27,
  "symbols": ["C", "C", "C", "C", "C", "C", "N", "H", "H", "H", "H", "H", "H", "H", "H"],
  "coordinates": [[1.96134, -1.61105, 0.16295], [-1.05843, -0.12644, -0.73891], [-2.09294, -0.92578, -0.70187], [-0.01600, 0.68675, -1.24061], [0.51811, 0.36122, 0.22544], [0.36069, 1.21849, 1.52461], [1.30089, -0.65249, 0.20418], [2.67751, -2.39915, 0.21564], [-2.30021, -1.76663, -0.00287], [-2.60361, -0.83631, -1.64930], [0.46806, 0.19161, -2.11441], [-0.27000, 1.68577, -1.57709], [1.32590, 1.59986, 1.75930], [0.09653, 0.49488, 2.37543], [-0.36782, 2.07926, 1.55753]],
  "atomic_forces_ev_per_a": [[-1.0, 2.0, 0.5], [0.9, -0.4, 1.6], [1.3, -0.4, 0.2], [-0.1, 0.0, -0.9], [-5.0, 3.3, -1.5], [-0.9, -1.5, 0.5], [3.3, -4.7, 0.2], [0.1, -0.2, -0.2], [0.0, 1.1, -0.4], [-0.7, -0.3, -0.1], [0.3, 0.3, 1.0], [0.2, 0.4, 0.7], [0.8, 0.5, 0.2], [0.2, 1.1, -1.2], [0.7, -1.2, -0.7]],
  "mulliken_charge": [0.051, 0.267, -0.611, -0.448, 0.247, -1.203, -0.032, 0.504, 0.294, 0.276, 0.265, 0.327, 0.407, 0.323, 0.333]
}

=====

(3)
{
  "formula": "CH7P3",
  "method": "ωB97M-V with the def2-TZVPD basis set",
  "multiplicity": 3,
  "e_above_lowest_kcal_mol": 24.2,
  "homo_lumo_gap_ev": [7.7, 6.1],
  "homo_ev": [-6.62, -8.56],
  "symbols": ["C", "P", "P", "P", "H", "H", "H", "H", "H", "H", "H"],
  "coordinates": [[-0.19078, 1.56266, 0.34546], [1.39113, -1.21622, -0.15523], [-1.85151, -0.75686, -0.31959], [-0.08365, 0.18835, -0.91541], [0.60670, 2.25345, 0.17126], [-0.09844, 1.17084, 1.29347], [-1.21289, 2.12236, 0.43387], [2.14020, -0.21332, 0.40413], [2.14376, -1.15501, -1.18395], [-1.79760, -1.81751, -1.21257], [-1.04692, -2.13874, 1.13855]],
  "atomic_forces_ev_per_a": [[-1.9, 1.0, -1.2], [-1.9, -1.2, 3.3], [-1.4, 1.0, -0.4], [-0.8, 1.3, -0.8], [0.4, 0.6, -0.1], [0.5, -1.0, 2.3], [1.8, -1.0, -0.9], [0.5, 0.7, 0.8], [2.2, 0.0, -3.5], [0.2, -0.5, -0.4], [0.5, -0.9, 1.0]],
  "mulliken_charge": [-1.108, -0.109, -0.224, 0.150, 0.354, 0.412, 0.340, 0.051, 0.045, 0.085, 0.005]
}

=====

(4)
{
  "formula": "C33H56ClN4O4S",
  "method": "ωB97M-V with the def2-TZVPD basis set",
  "total_charge": 1,
  "homo_lumo_gap_ev": 8.5,
  "homo_ev": -11.59,
  "symbols": ["C", "C", "C", "C", "C", "C", "C", "C", "N", "C", "C", "C", "N", "C", "N", "C", "S", "O", "C", "C", "C", "N", "C", "C", "C", "Cl", "C", "C", "C", "O", "C", "C", "O", "C", "C", "C", "O", "H", "H", "H", "H", "H", "H", "H", "H", "H", "H", "H", "H", "H", "H", "H", "H", "H", "H", "H", "H", "H", "H", "H", "H", "H", "H", "H", "H", "H", "H", "H", "H", "H", "H", "H", "H", "H", "H", "H", "H", "H", "H", "H", "H", "H", "H", "H", "H", "H", "H", "C", "C", "C", "C", "C", "C", "H", "H", "H", "H", "H", "H"],
  "coordinates": [[5.01867, 2.60361, -3.15114], [4.93877, 3.48570, -1.89411], [5.45226, 2.84277, -0.60278], [4.41412, 2.02681, 0.16482], [3.72428, 0.90350, -0.62700], [2.29384, 1.26472, -1.04265], [1.48829, 0.02879, -1.45488], [0.87531, -0.66486, -0.22817], [-0.48415, -1.19606, -0.39909], [-0.72087, -2.27442, -1.04825], [0.36162, -3.13076, -1.60590], [0.87062, -2.81958, -3.03837], [2.30950, -3.07822, -3.11102], [-2.20771, -2.65148, -0.96943], [-2.13687, -3.78959, -0.03113], [-2.61634, -4.88495, -0.28808], [-3.22098, -6.29231, -0.50161], [-2.93265, -2.90930, -2.09429], [-2.50539, -3.70597, -3.20907], [-2.34202, -2.82169, -4.43757], [-2.87987, -1.40336, -0.23211], [-3.74042, -0.71342, -1.19141], [-3.82806, -1.88565, 0.87303], [-5.01095, -2.72300, 0.36565], [-6.35771, -2.08824, 0.64484], [-6.63029, -1.95619, 2.40879], [-1.67317, -0.52788, 0.30969], [-1.67242, 0.92978, -0.18443], [-0.91937, 1.97813, 0.63715], [-0.21442, 2.90809, -0.19064], [-0.96467, 3.53322, -1.15074], [-1.55331, 4.84124, -0.74278], [-1.08400, 3.03887, -2.23372], [-1.35827, -0.77785, 1.79769], [-2.29656, -0.12952, 2.85157], [-1.51849, 0.52330, 3.98373], [-3.22773, 0.77062, 2.25338], [5.36281, 3.17649, -4.00807], [4.05428, 2.17236, -3.42147], [5.70480, 1.77463, -2.98747], [3.91733, 3.83196, -1.72317], [5.52335, 4.38594, -2.07937], [5.76707, 3.65306, 0.05865], [6.34874, 2.25016, -0.79222], [4.88499, 1.61044, 1.05347], [3.63298, 2.71368, 0.49744], [4.31734, 0.59181, -1.48580], [3.65817, 0.02815, 0.02924], [2.31462, 1.97832, -1.86310], [1.83701, 1.72824, -0.17098], [2.19998, -0.67295, -1.89449], [0.74776, 0.25367, -2.22032], [1.51022, -1.47972, 0.11413], [0.84428, 0.04310, 0.59172], [1.21809, -3.12495, -0.93704], [-0.02598, -4.14788, -1.59057], [0.37191, -3.48856, -3.72687], [0.62124, -1.80354, -3.33935], [2.53475, -3.66079, -3.90251], [2.83302, -2.21948, -3.19410], [-1.64013, -4.32269, -2.98689], [-3.32590, -4.39953, -3.38174], [-1.60279, -3.20359, -5.13446], [-2.00678, -1.83143, -4.12438], [-3.29731, -2.68331, -4.93332], [-3.22836, -0.18378, -1.88596], [-4.30701, -0.04207, -0.68667], [-4.21427, -0.98261, 1.34275], [-3.29909, -2.42378, 1.64869], [-5.01019, -3.67092, 0.90691], [-4.93079, -2.96094, -0.69245], [-6.44570, -1.08865, 0.23107], [-7.15810, -2.72001, 0.27475], [-1.30869, 0.93419, -1.20947], [-2.70594, 1.24995, -0.23547], [-1.62465, 2.52520, 1.26187], [-0.16777, 1.56251, 1.30205], [-2.51652, 4.69158, -0.26162], [-1.66993, 5.43817, -1.64289], [-0.87335, 5.35822, -0.07160], [-0.33120, -0.49823, 2.02555], [-1.39713, -1.85707, 1.93925], [-2.87715, -0.93617, 3.29774], [-1.11525, -0.24345, 4.64274], [-2.20719, 1.10640, 4.59605], [-0.70463, 1.15268, 3.62748], [-3.09534, 1.64215, 2.63538], [2.16682, 2.28650, 3.53974], [2.53029, 2.93842, 4.70929], [3.29622, 2.27813, 5.65987], [3.70235, 0.96903, 5.44068], [3.34078, 0.31633, 4.27089], [2.57124, 0.97619, 3.32392], [1.57272, 2.80402, 2.79479], [2.22032, 3.96104, 4.87873], [3.57860, 2.78534, 6.57258], [4.30262, 0.45795, 6.18131], [3.66058, -0.70314, 4.09839], [2.28926, 0.46835, 2.40679]],
  "atomic_forces_ev_per_a": [[-0.2, 0.0, 0.2], [0.2, 0.0, -0.1], [-0.2, 0.3, 0.2], [0.1, 0.0, -0.4], [-0.1, -0.2, 0.4], [0.5, -0.3, 0.0], [0.4, -0.2, 0.0], [0.1, 0.2, 0.2], [-0.1, -0.1, 0.0], [-0.1, 0.2, -0.2], [-0.4, -0.3, -0.1], [0.4, -0.1, 0.1], [-0.3, 0.1, 0.1], [0.1, 0.3, 0.8], [-0.3, -0.7, -0.7], [0.4, 0.7, 0.5], [-0.1, -0.2, -0.1], [0.1, 0.2, -0.2], [-0.3, -0.2, -0.2], [0.2, 0.3, 0.4], [-0.5, 0.0, -0.4], [0.3, 0.2, 0.3], [-0.1, 0.4, -0.1], [0.0, -0.3, 0.4], [0.1, -0.2, -0.1], [0.0, 0.1, 0.1], [0.8, -0.6, -0.3], [-0.4, -0.2, 0.3], [0.0, 0.1, -0.1], [0.1, -0.2, 0.4], [-0.1, -0.1, -0.3], [0.5, 0.3, -0.3], [0.0, 0.0, -0.2], [-0.4, 0.0, 0.2], [0.1, -0.2, 0.1], [-0.3, -0.1, 0.0], [0.2, 0.1, -0.2], [0.0, 0.0, -0.1], [-0.1, 0.0, 0.0], [0.2, 0.0, -0.1], [-0.1, 0.0, -0.1], [0.1, 0.0, 0.0], [0.1, 0.0, 0.1], [0.0, -0.1, -0.1], [0.0, 0.0, 0.1], [0.0, 0.1, 0.2], [0.0, 0.0, -0.1], [0.0, -0.1, 0.0], [-0.1, 0.2, 0.0], [-0.2, 0.3, -0.2], [-0.1, 0.0, -0.2], [-0.2, 0.1, 0.1], [0.0, -0.1, 0.0], [-0.1, 0.0, 0.0], [0.1, 0.1, 0.0], [0.1, -0.1, 0.1], [-0.2, 0.0, -0.2], [-0.1, 0.1, 0.0], [0.1, 0.0, -0.1], [0.1, 0.0, 0.0], [0.3, 0.1, 0.1], [0.0, -0.1, 0.1], [-0.1, -0.2, -0.2], [0.1, 0.0, 0.0], [0.0, 0.0, -0.1], [0.0, -0.2, -0.2], [-0.1, 0.0, 0.0], [-0.1, 0.0, 0.1], [0.1, -0.1, 0.0], [0.0, -0.1, -0.1], [0.0, 0.2, -0.1], [-0.1, 0.1, -0.1], [-0.1, 0.1, -0.1], [0.1, 0.1, 0.0], [-0.1, 0.0, 0.0], [0.0, 0.1, 0.1], [0.1, 0.0, 0.0], [-0.1, 0.0, 0.1], [-0.3, 0.0, 0.0], [-0.1, 0.0, 0.2], [0.0, 0.2, -0.1], [0.1, -0.1, 0.0], [-0.2, 0.0, -0.1], [0.2, 0.0, -0.1], [0.0, 0.1, 0.0], [0.1, 0.1, 0.0], [-0.1, 0.0, 0.1], [0.0, 0.0, 0.0], [0.0, 0.0, 0.0], [0.0, 0.0, 0.0], [0.0, 0.0, 0.0], [0.0, 0.0, 0.0], [-0.1, 0.0, -0.1], [0.0, 0.0, 0.0], [0.0, 0.0, 0.0], [0.0, 0.0, 0.0], [0.0, 0.0, 0.0], [0.0, 0.0, 0.0], [0.1, 0.0, 0.0]],
  "mulliken_charge": [-1.060, -0.332, -1.079, -0.927, -0.500, -0.556, -0.112, -0.216, 0.771, 0.771, -2.110, -0.636, -0.624, 0.682, -0.636, 0.555, -0.321, -0.282, -0.371, -1.187, 0.842, -0.411, -1.541, -0.956, -0.616, -0.217, 0.356, -1.258, -0.561, -0.170, 0.740, -1.200, -0.531, -1.848, -0.122, -1.682, -0.614, 0.359, 0.170, 0.309, 0.206, 0.434, 0.409, 0.390, 0.411, 0.246, 0.523, 0.452, 0.471, -0.163, -0.350, 0.588, 1.548, -1.848, 0.538, 0.768, 0.556, 0.354, 0.282, 0.185, 0.374, 0.469, 0.365, 0.271, 0.334, 0.358, 0.520, 1.055, 0.340, 0.362, 0.254, 0.291, 0.478, 1.047, 1.118, 0.668, -0.633, 0.287, 0.374, 0.336, 0.464, 0.938, 0.338, 0.414, 0.482, 0.382, 0.443, -0.125, -0.793, -0.441, -0.426, -0.894, 0.336, 0.411, 0.407, 0.387, 0.397, 0.417, 0.319]
}

=====

(5)
{
  "formula": "C21H22I3N3O8P2Re",
  "method": "ωB97M-V with the def2-TZVPD basis set",
  "total_charge": -2,
  "multiplicity": 2,
  "e_above_lowest_kcal_mol": 5.3,
  "homo_lumo_gap_ev": [5.1, 5.1],
  "homo_ev": [-1.60, -1.58],
  "symbols": ["Re", "I", "C", "C", "C", "I", "C", "O", "C", "C", "N", "C", "C", "C", "C", "C", "C", "N", "C", "H", "H", "H", "H", "H", "H", "H", "H", "H", "H", "H", "O", "P", "O", "O", "O", "P", "O", "O", "O", "H", "H", "C", "C", "C", "C", "C", "C", "C", "C", "N", "H", "H", "H", "H", "H", "H", "H", "H", "H", "I"],
  "coordinates": [[-0.74652, 0.64632, 0.65274], [5.78248, -4.66098, 1.99994], [3.94038, -3.68518, 1.55814], [3.20708, -4.10798, 0.46264], [2.03808, -3.45168, 0.18404], [0.83068, -4.00058, -1.46086], [1.50698, -2.38018, 0.95424], [0.40898, -1.85508, 0.64744], [2.31688, -2.00328, 2.07724], [1.82278, -0.85458, 2.91284], [1.49738, 0.28932, 2.07154], [2.58928, 0.72912, 1.22114], [2.13468, 1.35192, -0.07286], [2.99298, 2.22302, -0.73086], [2.63228, 2.75272, -1.95576], [1.45158, 2.31182, -2.53616], [0.67198, 1.41242, -1.84306], [0.96888, 0.97982, -0.61226], [3.50508, -2.64108, 2.35674], [3.55078, -4.92168, -0.16016], [2.57448, -0.59938, 3.68324], [0.89728, -1.15658, 3.41894], [1.18858, 1.07612, 2.64164], [3.18368, -0.15718, 0.94884], [3.24638, 1.44412, 1.73544], [3.91608, 2.50512, -0.24836], [3.25878, 3.47942, -2.45366], [1.12338, 2.67392, -3.49726], [-0.23072, 1.00932, -2.27356], [4.09318, -2.32418, 3.21044], [0.08088, 4.83192, 2.35084], [0.74438, 3.66222, 1.45914], [2.18948, 3.60522, 1.72774], [-0.08572, 2.41792, 1.68704], [0.42428, 4.16572, -0.05466], [-1.10412, 4.05942, -0.65996], [-2.02172, 4.54152, 0.62944], [-1.20372, 5.02422, -1.76096], [-1.46882, 2.61912, -0.87036], [-0.78192, 5.01322, 1.95364], [-2.36592, 3.72222, 0.99664], [-2.76302, 0.48512, -2.87576], [-3.25632, -0.75768, -2.20376], [-4.24042, -1.51568, -2.80086], [-4.66772, -2.71518, -2.25276], [-4.07172, -3.16738, -1.08476], [-3.09012, -2.44498, -0.44086], [-2.47882, -2.95258, 0.82314], [-2.65942, -1.19108, -0.97956], [-1.73952, -0.46518, -0.37816], [-3.51392, 0.88212, -3.55786], [-1.87042, 0.24232, -3.45846], [-2.50042, 1.25282, -2.15106], [-4.67512, -1.16718, -3.73026], [-5.43652, -3.29728, -2.74226], [-4.38852, -4.10918, -0.65466], [-2.52222, -4.04058, 0.86424], [-3.01192, -2.55268, 1.68594], [-1.44802, -2.61368, 0.88884], [-2.42692, 0.38042, 2.69794]],
  "atomic_forces_ev_per_a": [[-0.8, -3.4, -1.7], [-0.4, 0.2, -0.1], [0.7, -0.4, 0.2], [0.2, -0.1, -0.1], [-0.2, -0.3, -0.5], [0.3, 0.0, 0.2], [-0.3, -0.2, -0.1], [0.2, 0.0, 0.4], [-0.1, 0.2, 0.2], [-0.2, -0.4, 0.0], [-0.7, 0.9, 0.0], [0.2, 0.0, 0.0], [0.5, -0.3, -0.1], [0.1, 0.0, -0.4], [0.0, -0.3, 0.2], [0.2, -0.2, -0.1], [0.0, 0.0, -0.7], [-0.1, 0.7, 0.2], [0.0, 0.0, 0.1], [0.0, 0.0, 0.0], [-0.1, -0.1, -0.2], [0.1, 0.2, 0.0], [0.2, -0.2, 0.0], [-0.1, 0.2, 0.0], [-0.1, -0.1, -0.1], [0.0, 0.1, 0.1], [0.0, 0.1, 0.0], [-0.1, 0.0, -0.1], [0.0, 0.2, 0.1], [0.0, 0.0, 0.0], [0.6, -0.3, -0.1], [0.1, 1.5, 0.1], [0.1, 0.0, 0.1], [-0.4, -1.0, -0.3], [-0.2, -0.3, 0.6], [-0.5, -0.3, -0.4], [0.4, 0.3, -0.3], [0.1, 0.4, -0.1], [0.0, 0.4, 0.1], [-0.4, 0.1, 0.0], [-0.2, -0.3, 0.3], [0.0, 0.0, 0.1], [0.5, 0.1, 0.5], [-0.3, -0.3, -0.1], [0.2, 0.0, 0.1], [-0.4, -0.1, -0.3], [0.5, 0.7, 0.1], [0.0, 0.1, 0.1], [-2.3, -1.8, -1.5], [3.4, 3.9, 2.9], [0.0, 0.0, -0.1], [0.1, 0.1, -0.1], [0.1, 0.1, 0.0], [0.0, 0.1, 0.0], [-0.1, -0.1, 0.0], [0.0, -0.1, 0.1], [0.0, -0.1, 0.0], [0.0, 0.0, 0.1], [0.1, -0.1, 0.1], [-0.5, 0.2, 0.8]],
  "mulliken_charge": [0.901, -0.088, -0.316, -0.387, -0.226, -0.108, 0.465, -0.357, 0.274, -1.118, 0.002, -1.036, 0.395, -0.876, -0.659, -0.584, -0.060, 0.286, -0.640, 0.354, 0.363, 0.349, 0.313, 0.676, 0.391, 0.396, 0.368, 0.469, 0.036, 0.346, -0.674, 0.469, -0.751, 0.050, -0.325, 0.766, -0.762, -0.850, -0.334, 0.446, 0.396, -1.203, 1.194, -0.784, -0.582, -0.738, 1.094, -0.587, -0.152, 0.107, 0.486, 0.282, -0.057, 0.358, 0.361, 0.372, 0.392, 0.204, -0.431, -0.680]
}

=====

no.,maximum force (hartree/bohr)
1,0.1497
2,0.1197
3,0.0811
4,0.0214
5,0.1151